C42H52GaNO4P2S3Si | ωB97M-V/def2-TZVPD

## Properties
M: 890.839 g/mol
ΔE to the lowest compared entry with this formula, charge and spin: 124.0 kJ/mol
Highest occupied orbital energy (alpha / beta): -2.003 / -4.774 eV
Net charge: -1
2S+1: 2
E: -165422.6160 eV

XYZ file:
```
106
Properties=species:S:1:pos:R:3:lowdin_charge:R:1
Ga 0.071 -0.754 -1.048 0.418
S -2.515 1.450 -2.503 0.196
P -1.211 2.207 -1.239 0.332
C 0.287 1.391 -0.808 -0.551
P 1.681 1.446 -1.875 0.405
S 1.923 -0.068 -3.129 0.446
C 2.025 2.928 -2.905 -0.325
C 2.910 3.943 -2.558 -0.073
C 3.178 4.972 -3.453 -0.090
C 2.573 4.993 -4.699 -0.099
C 1.691 3.981 -5.052 -0.084
C 1.416 2.958 -4.162 -0.121
C 3.103 1.487 -0.701 -0.345
C 4.186 0.626 -0.831 -0.101
C 5.229 0.664 0.087 -0.089
C 5.198 1.562 1.143 -0.099
C 4.107 2.412 1.293 -0.089
C 3.066 2.369 0.379 -0.118
C -0.923 3.994 -1.561 -0.360
C -1.409 4.603 -2.707 -0.109
C -1.227 5.967 -2.905 -0.086
C -0.564 6.728 -1.955 -0.098
C -0.095 6.126 -0.793 -0.086
C -0.276 4.768 -0.598 -0.099
C -2.017 2.455 0.405 -0.322
C -1.797 1.561 1.441 -0.094
C -2.344 1.787 2.697 -0.110
C -3.147 2.894 2.919 -0.107
C -3.423 3.764 1.871 -0.087
C -2.861 3.546 0.622 -0.089
H 3.403 3.927 -1.596 0.092
H 3.871 5.756 -3.170 0.097
H 2.781 5.802 -5.390 0.095
H 1.216 3.989 -6.026 0.101
H 0.739 2.157 -4.435 0.085
H 4.197 -0.074 -1.658 0.067
H 6.070 -0.012 -0.020 0.099
H 6.018 1.603 1.849 0.095
H 4.063 3.099 2.130 0.099
H 2.201 3.012 0.494 0.094
H -1.948 3.999 -3.428 0.065
H -1.607 6.433 -3.807 0.098
H -0.412 7.789 -2.117 0.095
H 0.404 6.721 -0.037 0.098
H 0.059 4.297 0.320 0.107
H -1.191 0.687 1.263 0.057
H -2.148 1.087 3.501 0.101
H -3.561 3.080 3.903 0.097
H -4.074 4.617 2.028 0.096
H -3.060 4.233 -0.190 0.107
C 1.034 0.217 2.854 -0.017
C 1.005 -1.238 2.400 -0.593
C 0.752 -2.130 3.612 -0.022
C 2.327 -1.599 1.733 -0.010
O -0.021 -1.388 1.385 -0.222
Si -1.451 -2.237 1.316 -0.114
S -1.785 -2.335 -0.731 0.508
O -1.337 -3.673 2.095 -0.145
C -0.925 -4.981 1.693 -0.645
C -0.788 -5.794 2.977 -0.032
C 0.405 -4.931 0.944 -0.023
C -1.998 -5.601 0.799 -0.040
O -2.567 -1.397 2.169 -0.142
C -3.994 -1.564 2.301 -0.622
C -4.241 -1.893 3.771 -0.027
C -4.556 -2.690 1.433 -0.052
C -4.670 -0.258 1.896 -0.018
H 1.927 0.394 3.459 0.091
H 0.151 0.450 3.451 0.077
H 1.058 0.874 1.984 0.069
H 1.517 -1.928 4.362 0.092
H 0.781 -3.185 3.340 0.061
H -0.231 -1.914 4.041 0.093
H 3.137 -1.589 2.465 0.093
H 2.549 -0.881 0.943 0.073
H 2.261 -2.589 1.278 0.076
H -0.078 -5.314 3.653 0.076
H -0.434 -6.802 2.751 0.085
H -1.753 -5.858 3.483 0.084
H 1.206 -4.570 1.593 0.076
H 0.329 -4.259 0.084 0.059
H 0.669 -5.929 0.588 0.092
H -2.962 -5.589 1.310 0.076
H -1.745 -6.635 0.553 0.087
H -2.086 -5.019 -0.121 0.050
H -3.686 -2.798 4.029 0.085
H -5.304 -2.059 3.959 0.084
H -3.888 -1.076 4.403 0.081
H -4.070 -3.637 1.677 0.067
H -4.394 -2.482 0.378 0.057
H -5.627 -2.785 1.617 0.088
H -4.440 0.544 2.594 0.061
H -5.752 -0.401 1.854 0.088
H -4.318 0.041 0.906 0.100
O 1.239 -2.466 -1.259 -0.286
N 1.533 -2.935 -2.463 -0.272
C 0.533 -3.160 -3.386 -0.103
C 0.850 -3.636 -4.634 -0.111
C 2.172 -3.891 -4.994 -0.140
C 3.178 -3.603 -4.041 -0.118
C 2.843 -3.125 -2.811 -0.119
H -0.468 -2.954 -3.050 0.058
H 0.044 -3.813 -5.335 0.097
H 2.422 -4.279 -5.971 0.074
H 4.223 -3.751 -4.277 0.090
H 3.560 -2.861 -2.050 0.113
```



FHIPS | ωB97M-V/def2-TZVPD

## Properties
M: 209.951 g/mol
ΔE to the lowest compared entry with this formula, charge and spin: 74.4 kJ/mol
Highest occupied orbital energy: -9.618 eV
E: -30958.8406 eV

XYZ file:
```
5
Properties=species:S:1:pos:R:3:lowdin_charge:R:1
F -1.471 1.004 1.071 -0.487
P 0.203 0.731 1.107 0.217
S 1.046 2.102 0.089 0.103
I 0.577 -2.057 -0.452 0.417
H -0.356 -1.780 -1.815 -0.250
```



C69H132F4N6O19 | ωB97M-V/def2-TZVPD

## Properties
M: 1425.830 g/mol
Highest occupied orbital energy: -8.054 eV
SMILES: CC1(C)CCCC(C)(C)N1O.CC1(C)CCCC(C)(C)N1O.CC1(C)CCCC(C)(C)N1O.CC1(C)CCCC(C)(C)N1O.CC1(C)CCCC(C)(C)N1O.CC1(C)CCCC(C)(C)N1O.O=C1OC[C@@H](F)O1.O=C1OC[C@@H](F)O1.O=C1OC[C@@H](F)O1.O=C1OC[C@@H](F)O1.CC(C)=O
E: -132394.4074 eV

XYZ file:
```
230
Properties=species:S:1:pos:R:3:lowdin_charge:R:1
C -3.059 4.515 2.522 -0.045
C -3.834 3.734 3.630 -0.452
C -3.012 3.698 4.871 -0.036
C -5.108 4.671 3.930 -0.128
C -6.221 4.528 2.919 -0.173
C -6.642 3.079 2.583 -0.111
C -5.434 2.132 2.277 -0.488
C -5.884 0.695 2.581 -0.021
C -4.940 2.327 0.895 -0.019
N -4.347 2.380 3.279 -0.098
O -3.333 1.454 3.195 -0.037
H -2.481 5.323 2.971 0.073
H -2.482 3.893 1.838 0.069
H -3.636 5.024 1.750 0.067
H -2.357 2.828 4.923 0.059
H -2.380 4.585 4.874 0.085
H -3.656 3.619 5.747 0.093
H -5.384 4.679 4.984 0.107
H -4.633 5.652 3.929 0.110
H -7.071 5.138 3.224 0.114
H -5.807 4.839 1.960 0.095
H -7.284 3.139 1.704 0.118
H -7.182 2.711 3.455 0.112
H -6.694 0.524 1.873 0.089
H -6.246 0.305 3.533 0.064
H -5.083 0.004 2.317 0.073
H -4.589 3.354 0.796 0.077
H -5.663 2.174 0.094 0.090
H -4.152 1.606 0.679 0.067
H -3.268 0.982 4.028 0.043
C 4.261 6.444 0.736 -0.026
C 3.146 6.768 1.693 -0.499
C 3.531 7.892 2.761 -0.020
C 2.073 7.536 0.840 -0.143
C 1.126 6.622 -0.015 -0.146
C 0.557 5.611 1.005 -0.144
C 1.606 4.736 1.760 -0.467
C 0.693 3.990 2.773 -0.039
C 2.278 3.635 0.928 -0.019
N 2.539 5.672 2.380 -0.130
O 3.407 5.004 3.244 0.011
H 4.064 5.524 0.185 0.057
H 4.452 7.178 -0.047 0.089
H 5.187 6.282 1.287 0.087
H 3.754 8.786 2.180 0.076
H 2.791 8.193 3.502 0.081
H 4.441 7.561 3.262 0.071
H 1.397 8.083 1.498 0.108
H 2.599 8.285 0.248 0.108
H 0.271 7.168 -0.413 0.109
H 1.763 6.120 -0.744 0.103
H -0.096 4.939 0.448 0.110
H -0.118 6.215 1.613 0.113
H 1.341 3.378 3.401 0.064
H -0.081 3.392 2.292 0.071
H 0.143 4.695 3.396 0.080
H 2.812 2.941 1.577 0.084
H 2.985 4.008 0.187 0.052
H 1.478 3.174 0.348 0.074
H 3.054 5.356 4.064 0.106
C 6.717 3.518 -5.850 -0.029
C 5.904 2.505 -4.976 -0.468
C 6.808 1.284 -4.559 -0.009
C 5.489 3.326 -3.731 -0.160
C 4.407 2.787 -2.859 -0.193
C 3.184 2.412 -3.685 -0.154
C 3.506 1.467 -4.827 -0.447
C 3.721 0.060 -4.279 -0.037
C 2.145 1.439 -5.760 -0.011
N 4.643 2.063 -5.574 -0.117
O 4.869 1.469 -6.821 -0.014
H 6.916 3.043 -6.811 0.074
H 6.094 4.391 -6.042 0.076
H 7.632 3.837 -5.352 0.085
H 6.438 0.387 -5.056 0.071
H 7.852 1.361 -4.864 0.074
H 6.864 1.124 -3.482 0.071
H 6.414 3.430 -3.163 0.122
H 5.161 4.325 -4.017 0.117
H 4.751 1.891 -2.342 0.089
H 4.184 3.487 -2.054 0.103
H 2.765 3.351 -4.046 0.123
H 2.427 1.988 -3.026 0.103
H 4.535 0.150 -3.560 0.065
H 4.221 -0.664 -4.922 0.083
H 2.769 -0.330 -3.917 0.077
H 2.102 2.361 -6.340 0.068
H 1.253 1.516 -5.137 0.067
H 2.052 0.600 -6.449 0.071
H 4.438 2.023 -7.475 0.101
C -4.222 -0.131 -6.303 -0.016
C -5.235 -1.306 -5.893 -0.499
C -5.468 -2.143 -7.183 -0.050
C -4.672 -2.285 -4.882 -0.119
C -4.778 -1.782 -3.365 -0.156
C -6.112 -1.197 -2.960 -0.162
C -6.864 -0.364 -4.019 -0.423
C -8.346 -0.541 -3.623 -0.035
C -6.350 1.118 -3.743 -0.027
N -6.485 -0.709 -5.438 -0.109
O -7.000 0.126 -6.435 -0.020
H -4.787 0.642 -6.825 0.071
H -3.824 0.315 -5.392 0.058
H -3.400 -0.417 -6.958 0.074
H -6.257 -2.873 -7.002 0.087
H -5.438 -1.653 -8.156 0.081
H -4.569 -2.743 -7.326 0.074
H -5.200 -3.238 -4.853 0.111
H -3.665 -2.558 -5.197 0.117
H -4.421 -2.522 -2.649 0.102
H -3.976 -1.045 -3.339 0.087
H -5.850 -0.615 -2.077 0.107
H -6.734 -1.933 -2.449 0.106
H -8.504 -1.602 -3.430 0.074
H -9.034 -0.220 -4.405 0.075
H -8.682 0.015 -2.747 0.084
H -6.608 1.473 -2.745 0.066
H -6.872 1.818 -4.396 0.072
H -5.284 1.194 -3.957 0.068
H -7.523 -0.414 -7.031 0.101
C 4.949 -3.498 -1.926 -0.027
C 3.920 -4.607 -2.274 -0.435
C 2.495 -4.264 -1.569 -0.008
C 3.695 -4.543 -3.768 -0.167
C 2.863 -5.698 -4.322 -0.149
C 3.639 -7.009 -3.977 -0.125
C 4.042 -7.242 -2.486 -0.462
C 2.786 -7.851 -1.764 -0.021
C 5.280 -8.197 -2.456 -0.032
N 4.364 -5.957 -1.810 -0.113
O 4.633 -6.079 -0.422 -0.010
H 5.287 -3.585 -0.893 0.068
H 5.844 -3.586 -2.541 0.086
H 4.420 -2.563 -2.113 0.077
H 1.986 -3.375 -1.941 0.067
H 1.783 -5.027 -1.884 0.055
H 2.339 -4.327 -0.493 0.058
H 3.141 -3.639 -4.020 0.116
H 4.640 -4.389 -4.289 0.122
H 1.870 -5.715 -3.874 0.102
H 2.781 -5.500 -5.391 0.111
H 4.593 -6.997 -4.505 0.108
H 3.143 -7.887 -4.389 0.112
H 2.987 -8.276 -0.781 0.071
H 2.442 -8.728 -2.312 0.079
H 2.032 -7.066 -1.713 0.067
H 5.143 -8.974 -3.208 0.080
H 5.369 -8.678 -1.482 0.072
H 6.244 -7.713 -2.611 0.082
H 5.543 -6.380 -0.474 0.097
C -1.552 -1.518 2.146 -0.015
C -1.401 -1.771 0.588 -0.437
C -2.076 -3.210 0.375 -0.006
C -2.273 -0.750 -0.135 -0.163
C -1.702 0.621 -0.189 -0.199
C -0.328 0.458 -0.845 -0.145
C 0.680 -0.319 0.010 -0.384
C 2.060 -0.381 -0.834 -0.006
C 0.997 0.497 1.355 -0.010
N -0.003 -1.664 0.174 -0.105
O 0.831 -2.536 0.838 -0.015
H -1.083 -0.538 2.224 0.057
H -2.569 -1.445 2.533 0.077
H -0.979 -2.247 2.720 0.067
H -1.398 -3.996 0.708 0.050
H -3.047 -3.347 0.852 0.084
H -2.237 -3.522 -0.657 0.070
H -2.409 -1.042 -1.176 0.114
H -3.235 -0.685 0.373 0.114
H -2.348 1.213 -0.837 0.109
H -1.780 1.238 0.707 0.100
H 0.005 1.494 -0.911 0.108
H -0.342 -0.022 -1.823 0.126
H 2.768 -0.834 -0.140 0.050
H 2.406 0.622 -1.085 0.070
H 1.854 -0.986 -1.718 0.062
H 0.712 0.201 2.365 0.064
H 0.419 1.421 1.317 0.037
H 1.971 0.983 1.304 0.050
H 0.937 -3.187 0.140 0.060
O -0.826 -6.591 1.266 0.163
C 0.253 -6.332 1.736 -0.494
O 0.462 -5.704 2.920 0.055
C 1.839 -5.488 3.119 -0.060
C 2.390 -6.533 2.140 -0.334
F 2.414 -7.741 2.773 0.073
O 1.458 -6.655 1.138 0.125
H 2.214 -4.490 2.892 0.134
H 2.141 -5.561 4.164 0.141
H 3.371 -6.229 1.777 0.154
O -3.730 -3.807 7.482 0.180
C -2.737 -3.748 6.831 -0.651
O -1.967 -2.745 6.619 0.086
C -1.298 -2.830 5.368 -0.038
C -1.035 -4.306 5.489 -0.276
F 0.170 -4.586 6.042 0.079
O -2.106 -4.782 6.321 0.163
H -1.941 -2.563 4.529 0.103
H -0.424 -2.179 5.357 0.150
H -1.076 -4.816 4.526 0.153
O 1.073 1.134 9.328 0.078
C 0.840 1.326 8.078 -0.525
O 1.368 2.296 7.406 0.094
C 0.505 2.599 6.262 0.003
C -0.022 1.167 5.984 -0.294
F 0.796 0.531 5.153 0.087
O 0.136 0.516 7.256 0.130
H -0.349 3.251 6.442 0.129
H 1.107 3.053 5.475 0.115
H -1.054 1.102 5.640 0.140
O -3.071 -0.479 5.212 0.080
C -4.227 -0.762 5.630 -0.417
O -4.903 -1.877 5.344 0.068
C -6.267 -1.825 5.607 -0.046
C -6.292 -0.660 6.666 -0.281
F -6.344 -1.154 7.914 0.087
O -5.062 0.027 6.403 0.129
H -6.827 -1.430 4.760 0.121
H -6.717 -2.730 6.016 0.152
H -7.195 -0.070 6.509 0.165
C 7.157 -1.874 1.311 -0.026
C 6.566 -1.109 0.138 -0.458
C 5.530 0.001 0.521 -0.005
O 6.952 -1.215 -1.013 0.048
H 6.506 -2.597 1.803 0.084
H 7.530 -1.139 2.024 0.079
H 8.089 -2.338 0.989 0.080
H 5.670 0.366 1.538 0.073
H 4.529 -0.410 0.648 0.050
H 5.582 0.804 -0.214 0.072
```



C3H8NO2 | ωB97M-V/def2-TZVPD

## Properties
M: 90.102 g/mol
ΔE to the lowest compared entry with this formula, charge and spin: 145.9 kJ/mol
Highest occupied orbital energy: -15.672 eV
Net charge: +1
E: -8818.4400 eV

XYZ file:
```
14
Properties=species:S:1:pos:R:3:lowdin_charge:R:1
O 0.674 0.609 0.861 0.062
C -0.209 1.050 0.116 -0.506
O -0.217 0.793 -1.213 0.115
C -1.224 2.091 0.443 0.030
H 0.652 0.334 -1.333 0.136
H -2.216 1.703 0.019 0.129
H -1.002 3.077 0.074 0.100
H -1.400 2.081 1.563 0.120
C 0.003 -2.619 -0.122 0.161
N 1.009 -1.846 0.064 0.176
H 0.112 -3.422 -0.790 0.103
H -0.999 -2.316 0.236 0.139
H 0.901 -0.851 0.501 0.079
H 1.814 -2.027 -0.528 0.153
```



C9H16N3O | ωB97M-V/def2-TZVPD

## Properties
M: 182.247 g/mol
ΔE to the lowest compared entry with this formula, charge and spin: 172.9 kJ/mol
Highest occupied orbital energy: -11.516 eV
Net charge: +1
E: -16103.4196 eV

XYZ file:
```
29
Properties=species:S:1:pos:R:3:lowdin_charge:R:1
C -2.588 -1.203 -0.610 -0.066
C -2.029 0.120 1.334 -0.329
N -2.408 0.115 0.026 0.038
N -2.263 -0.948 2.233 0.207
N -1.656 1.312 1.883 0.208
H -2.030 0.796 -0.629 0.152
H -2.288 -1.857 1.829 0.089
H -1.877 -0.812 3.170 0.134
H -1.509 2.123 1.397 0.085
H -1.407 1.527 2.840 0.139
H -1.923 -1.970 -0.278 0.058
H -2.527 -1.076 -1.754 0.125
H -3.678 -1.600 -0.241 0.147
C 1.359 0.853 -3.074 -0.069
C 1.394 1.401 -0.551 -0.032
C 1.446 0.472 -1.665 -0.280
C 1.705 1.058 0.770 -0.053
C 1.676 -0.834 -1.200 -0.063
C 2.160 -0.203 1.012 -0.320
C 2.101 -1.201 0.073 -0.025
O 2.400 -0.438 2.400 -0.013
H 1.201 2.397 -0.797 0.086
H 1.805 1.841 1.555 0.136
H 1.338 0.116 -3.821 0.057
H 2.272 1.467 -3.391 0.124
H 1.434 -1.645 -1.992 0.143
H 2.219 -2.264 0.207 0.118
H 3.201 -0.980 2.610 0.125
H 0.472 1.432 -3.336 0.080
```



Question: Which value of M does entry 4 give?
Answer: 90.102 g/mol